(1)
{"formula": "C5H8O2", "method": "the ωB97M-V functional and the def2-TZVPD basis", "elements": ["O", "C", "C", "C", "O", "C", "C", "H", "H", "H", "H", "H", "H", "H", "H"], "coordinates": [[-1.5729, -1.2587, -0.8004], [-1.1366, -0.3804, 0.2125], [0.1367, -0.8981, 0.9184], [0.9315, 0.2948, 0.3452], [1.8173, 0.9598, 1.1733], [0.9322, 0.3232, -1.1241], [-0.3385, 0.8143, -0.2133], [-2.2907, -0.8358, -1.2885], [-1.9532, -0.0915, 0.8809], [0.0414, -0.7950, 2.0021], [0.4497, -1.9107, 0.6572], [2.4605, 1.3867, 0.5969], [0.3402, 1.1374, -1.6085], [0.7540, -0.6226, -1.6222], [-0.5718, 1.8768, -0.1295]], "mulliken_charge": [-0.5482, 0.0131, -0.9710, 0.6891, -0.5664, -0.7869, -0.4261, 0.3187, 0.3522, 0.3108, 0.2897, 0.3466, 0.3270, 0.1809, 0.4706], "energy_ha": -345.65616, "total_charge": 0, "gap_ev": 9.875, "de_lowest_ev": 4.0490, "multiplicity": 1, "smiles": "O[C@H]1C[C@@]2(O)C[C@@H]12"}

(2)
{"formula": "C5H14O3", "method": "the ωB97M-V functional and the def2-TZVPD basis", "elements": ["C", "C", "C", "C", "C", "H", "H", "H", "H", "H", "H", "H", "H", "H", "H", "O", "H", "H", "O", "H", "H", "O"], "coordinates": [[0.3036, -1.3984, 0.4529], [0.3340, 0.0877, 0.1889], [0.4033, 0.4055, -1.2511], [-0.1241, 0.9365, 1.3090], [1.3579, 1.0439, 0.9974], [-0.1714, -1.9159, -0.3793], [1.3573, -1.7093, 0.4484], [-0.2771, -1.6461, 1.3281], [0.5532, 1.4578, -1.4750], [1.1788, -0.2620, -1.6738], [-0.4627, 0.4322, 2.2010], [-0.8149, 1.7148, 1.0044], [2.1490, 0.5053, 1.4954], [-2.6039, -1.3438, -1.2166], [-0.5515, 0.0721, -1.7361], [-1.8649, -0.7622, -0.9899], [-2.3988, 0.1291, -0.2250], [-3.6819, 0.5664, 0.7938], [-2.7861, 0.8127, 0.5355], [1.6401, 2.0465, 0.7115], [3.8745, -0.9289, -1.0608], [2.9914, -0.6632, -0.7931]], "mulliken_charge": [-1.3488, 1.3420, -1.1241, -0.6214, -0.5895, 0.3323, 0.4154, 0.3781, 0.4388, 0.3373, 0.2750, 0.2758, 0.2416, 0.2086, 0.3575, -0.7368, 0.4028, 0.2406, -0.7345, 0.3006, 0.2190, -0.6103], "energy_ha": -424.27166, "total_charge": 0, "gap_ev": 4.356, "de_lowest_ev": 9.1039, "multiplicity": 1}

(3)
{"formula": "C33H34Cl3GeMoN2O5", "method": "the ωB97M-V functional and the def2-TZVPD basis", "elements": ["Mo", "O", "C", "O", "C", "C", "C", "C", "C", "N", "C", "O", "O", "H", "H", "H", "N", "C", "C", "C", "C", "C", "C", "C", "C", "C", "C", "C", "C", "H", "H", "H", "H", "H", "H", "H", "H", "H", "H", "Cl", "C", "C", "C", "Cl", "C", "O", "C", "Cl", "C", "H", "H", "C", "C", "C", "C", "Ge", "C", "C", "C", "C", "H", "H", "H", "H", "H", "H", "H", "H", "H", "H", "H", "H", "H", "H", "H", "H", "H", "H", "H"], "coordinates": [[-0.3083, -0.4723, -1.2779], [-1.1968, -1.6410, 2.6070], [-0.5984, -1.4113, 1.6116], [-0.9407, -0.3712, 0.7422], [0.6458, -2.0946, 1.1497], [1.3979, -2.9982, 1.8654], [2.6250, -3.3860, 1.3288], [3.0707, -2.8299, 0.1393], [2.2456, -1.9307, -0.5133], [1.0566, -1.6178, -0.0228], [2.5579, -1.1379, -1.7613], [3.6059, -1.2325, -2.3362], [1.5644, -0.3187, -2.0431], [1.0400, -3.3651, 2.8173], [3.2437, -4.0973, 1.8593], [4.0359, -3.0673, -0.2869], [-2.5230, -0.1219, -1.4096], [-3.3825, -0.7918, -0.4716], [-4.2758, -0.0666, 0.2960], [-5.0528, -0.7159, 1.2411], [-4.9236, -2.0877, 1.4080], [-4.0281, -2.8016, 0.6287], [-3.2381, -2.1690, -0.3306], [-2.2781, -2.9426, -1.1723], [-2.6375, -4.2354, -1.5631], [-1.7991, -5.0192, -2.3358], [-0.5705, -4.5165, -2.7480], [-0.2025, -3.2364, -2.3732], [-1.0368, -2.4338, -1.5877], [-2.6654, 0.8855, -1.3830], [-2.7049, -0.4054, -2.3716], [-4.3654, 1.0044, 0.1514], [-5.7526, -0.1539, 1.8443], [-5.5155, -2.6014, 2.1531], [-3.9173, -3.8666, 0.7853], [-3.6063, -4.6218, -1.2741], [-2.1095, -6.0135, -2.6268], [0.0874, -5.1135, -3.3655], [0.7479, -2.8552, -2.7309], [2.6426, 4.0222, -6.2920], [1.6488, 3.0185, -5.2933], [1.6076, 1.6535, -5.5269], [0.8160, 0.8561, -4.7241], [0.6788, -0.8332, -5.0497], [0.0734, 1.3911, -3.6679], [-0.7083, 0.6450, -2.8828], [0.1108, 2.7761, -3.4993], [-0.9017, 3.4643, -2.2625], [0.8911, 3.5972, -4.2907], [2.1785, 1.2126, -6.3310], [0.8974, 4.6661, -4.1344], [-0.4847, 4.9382, 4.3352], [-0.8243, 3.6652, 3.5716], [0.0721, 2.4940, 3.9577], [-0.2984, 1.1878, 3.2464], [-0.3105, 1.4267, 1.3182], [1.2458, 2.2004, 0.4321], [2.6361, 1.5689, 0.4838], [2.9593, 0.7929, 1.7536], [4.3728, 0.2253, 1.7333], [-1.1272, 5.7664, 4.0396], [0.5503, 5.2364, 4.1580], [-0.6074, 4.7879, 5.4087], [-0.7393, 3.8651, 2.4929], [-1.8701, 3.3916, 3.7406], [0.0067, 2.3353, 5.0369], [1.1158, 2.7501, 3.7530], [-1.2973, 0.8522, 3.5276], [0.4049, 0.3933, 3.5032], [-1.6401, 1.9258, 0.7283], [1.2249, 3.1307, 1.0243], [0.9553, 2.4870, -0.5788], [3.3684, 2.3717, 0.3623], [2.7671, 0.9285, -0.3845], [2.2378, -0.0281, 1.8724], [2.8321, 1.4363, 2.6290], [4.5200, -0.4171, 0.8630], [4.5882, -0.3561, 2.6296], [5.1114, 1.0258, 1.6734]], "lowdin_spin": [1.7066, 0.0116, 0.0069, 0.0382, 0.0091, -0.0029, 0.0133, -0.0044, 0.0115, -0.0055, 0.0065, 0.0220, 0.0232, -0.0003, 0.0007, -0.0005, 0.0007, 0.0042, -0.0011, 0.0033, -0.0012, 0.0029, 0.0006, 0.0206, -0.0053, 0.0279, -0.0051, 0.0274, -0.0245, 0.0034, 0.0025, -0.0001, 0.0002, -0.0001, 0.0001, -0.0008, 0.0016, -0.0010, 0.0019, 0.0014, 0.0041, -0.0011, 0.0041, 0.0013, 0.0036, 0.0570, 0.0047, 0.0012, -0.0008, -0.0001, -0.0001, 0.0000, 0.0000, 0.0005, 0.0046, 0.0134, 0.0078, 0.0007, 0.0001, -0.0001, 0.0000, 0.0000, 0.0000, 0.0000, 0.0000, 0.0002, 0.0000, 0.0002, 0.0001, 0.0014, 0.0009, 0.0006, 0.0000, 0.0002, 0.0000, 0.0000, -0.0001, 0.0000, 0.0000], "s2": 2.019, "energy_ha": -5289.20700, "total_charge": 1, "gap_ev": [6.830, 6.478], "de_lowest_ev": 0.7946, "multiplicity": 3}

(4)
{"formula": "C6H12O", "method": "the ωB97M-V functional and the def2-TZVPD basis", "elements": ["C", "C", "C", "C", "O", "C", "C", "H", "H", "H", "H", "H", "H", "H", "H", "H", "H", "H", "H"], "coordinates": [[-0.9609, 0.6869, 2.4153], [-0.1969, 0.7437, 1.0924], [1.3153, 0.8705, 1.3372], [-0.3567, -0.5613, 0.3447], [-0.6244, -0.2656, -0.9009], [-0.6543, -1.3800, -1.8163], [0.5981, -1.3310, -2.6667], [-0.7642, 1.5849, 3.0123], [-2.0419, 0.6211, 2.2507], [-0.6546, -0.1907, 2.9950], [-0.5367, 1.6012, 0.4913], [1.6842, 0.0090, 1.9050], [1.5314, 1.7808, 1.9071], [1.8709, 0.9190, 0.3938], [-0.7149, -2.2944, -1.2204], [-1.5603, -1.2597, -2.4174], [1.4830, -1.3923, -2.0247], [0.6451, -0.3965, -3.2343], [0.6197, -2.1678, -3.3716]], "mulliken_charge": [-1.4123, 1.1524, -1.4077, -0.9425, -0.0900, -0.1706, -1.0652, 0.3883, 0.3523, 0.3342, 0.1702, 0.3431, 0.3884, 0.3391, 0.3722, 0.3008, 0.2974, 0.2904, 0.3594], "energy_ha": -310.95929, "total_charge": 0, "gap_ev": 9.441, "de_lowest_ev": 2.7207, "multiplicity": 1}